57
Properties=species:S:1:pos:R:3:nbo_charge:R:1 method="wB97M-V/def2-TZVPD" smiles="CCCOc1ccc(/C(O)=C2/C(=O)C(=O)N(CCCn3ccnc3)[C@H]2c2cccs2)cc1" orbital_gap_ev=8.109 molar_mass_g_mol=451.55
C 2.988 3.514 -0.625 -0.6160
H 2.042 3.986 -0.881 0.1998
C 4.041 3.786 -1.692 -0.4183
C 3.666 3.240 -3.073 -0.0599
O 3.696 1.825 -3.114 -0.4916
C 2.597 1.074 -2.890 0.3322
C 1.291 1.539 -2.740 -0.2710
C 0.255 0.653 -2.523 -0.1469
C 0.483 -0.718 -2.452 -0.1727
C 1.787 -1.186 -2.644 -0.1444
C 2.823 -0.308 -2.849 -0.2524
H 3.833 -0.661 -2.984 0.2274
H 1.973 -2.248 -2.609 0.2335
C -0.578 -1.688 -2.180 0.4892
C -1.623 -1.481 -1.314 -0.2645
C -2.533 -2.544 -0.995 0.4476
O -2.567 -3.659 -1.509 -0.5738
C -3.423 -2.038 0.122 0.5879
O -4.354 -2.599 0.660 -0.6012
N -2.973 -0.799 0.434 -0.4073
C -3.656 0.047 1.381 -0.2228
C -3.057 0.018 2.791 -0.4154
H -3.668 0.670 3.415 0.2159
H -2.043 0.422 2.775 0.2212
C -3.026 -1.394 3.402 -0.2239
N -1.755 -2.040 3.212 -0.3436
C -1.463 -3.110 2.438 0.1621
N -0.200 -3.433 2.502 -0.4724
C 0.364 -2.544 3.360 -0.1002
C -0.582 -1.671 3.810 -0.1093
H -0.525 -0.847 4.492 0.2159
H 1.408 -2.592 3.597 0.2047
H -2.197 -3.631 1.858 0.2122
H -3.219 -1.330 4.478 0.2078
H -3.799 -2.017 2.947 0.2428
H -3.647 1.074 1.004 0.2046
H -4.690 -0.309 1.429 0.2313
C -1.915 -0.298 -0.431 -0.0767
C -0.714 0.167 0.333 -0.2122
C 0.326 -0.569 0.807 -0.2380
C 1.284 0.212 1.491 -0.2393
C 0.963 1.528 1.524 -0.4172
S -0.518 1.849 0.714 0.4135
H 1.497 2.339 1.976 0.2371
H 2.170 -0.198 1.940 0.2295
H 0.408 -1.633 0.682 0.2494
H -2.322 0.554 -0.999 0.2026
O -0.442 -2.855 -2.787 -0.6379
H -1.174 -3.463 -2.487 0.5231
H -0.748 1.040 -2.448 0.2116
H 1.062 2.592 -2.791 0.2139
H 4.425 3.552 -3.798 0.1967
H 2.700 3.634 -3.399 0.1710
H 4.198 4.862 -1.790 0.2055
H 4.986 3.330 -1.393 0.2086
H 3.320 3.915 0.330 0.2117
H 2.823 2.445 -0.507 0.2185